(1)
Density functional theory data (the ωB97M-V functional and the def2-TZVPD basis) for an isolated ion of composition C8H17BNO4S and charge +1.

Each line ends with the natural charge from an NBO analysis.
CARTESIAN COORDINATES (ANGSTROEM)
O -2.57846 3.19582 -1.19251  -0.919
S -1.93859 2.23821 -0.38879  2.189
O -0.56350 2.46948 0.12184  -0.979
C -2.80552 1.82725 1.05000  -0.715
C -2.35991 0.38319 1.44590  -0.371
C -2.02635 -0.32877 0.09365  -0.572
B -0.45032 -0.63640 -0.12735  1.179
O 0.08149 -1.78914 0.47296  -0.702
C 1.22428 -2.39792 -0.07411  -0.074
C 2.49806 -1.94562 0.63835  -0.264
N 3.19933 -0.73244 0.11370  -0.485
C 2.30887 0.48301 0.01959  -0.281
C 1.46435 0.46290 -1.31337  -0.071
O 0.10347 0.06507 -1.09464  -0.734
C -2.31060 0.64641 -1.13353  -0.650
H -3.92690 1.89050 0.74698  0.250
H -2.64711 2.51806 1.93579  0.276
H -1.48984 0.42917 2.04594  0.207
H -3.14961 -0.07075 1.91979  0.228
H -2.55897 -1.26935 0.02297  0.253
H 1.27273 -2.13972 -1.08375  0.186
H 1.28797 -3.51256 0.19796  0.232
H 2.21030 -1.81910 1.66263  0.248
H 3.19840 -2.76564 0.62843  0.237
H 3.91287 -0.38306 0.65543  0.440
H 3.52929 -0.92040 -0.88601  0.445
H 2.68168 1.46088 0.13867  0.270
H 1.56646 0.36164 0.75165  0.239
H 1.40674 1.40613 -1.86517  0.250
H 1.88823 -0.26752 -2.12578  0.176
H -1.70236 0.32670 -1.95603  0.262
H -3.32649 0.81394 -1.42121  0.251

charge: +1
highest occupied orbital energy: -12.84 eV
LUMO: -3.5 eV
Kohn-Sham gap: 9.3661 eV
SMILES string: O=S1(=O)CC[C@H](B2OCC[NH2+]CCO2)C1

---

(2)
Density functional theory data (the ωB97M-V functional and the def2-TZVPD basis) for a single C4H6N2 molecule.

Each line ends with the natural charge from an NBO analysis.
CARTESIAN COORDINATES (ANGSTROEM)
H 2.67155 -1.14145 -0.79638  0.346
N 2.11698 -0.35776 -0.45112  -0.573
C 0.87710 -0.59744 -0.52524  0.144
C -0.14297 0.43997 -0.06337  -0.398
C -1.51944 -0.18833 0.19612  -0.592
C 0.46132 1.26017 0.99551  0.291
N 1.02473 1.98794 1.69539  -0.306
H 0.43372 -1.53573 -0.89763  0.160
H -0.29438 1.17669 -0.86185  0.262
H -1.95886 -0.44079 -0.77332  0.217
H -1.47755 -1.10840 0.78217  0.217
H -2.19222 0.50511 0.69972  0.232

highest occupied orbital energy: -10.67 eV
LUMO: 0.7 eV
Kohn-Sham gap: 11.4080 eV
SMILES string: [H]/N=C/[C@@H](C)C#N
ΔE to the lowest compared entry with this formula, charge and spin: 1.158 eV

---

(3)
Density functional theory data (the ωB97M-V functional and the def2-TZVPD basis) for a 8-piece molecular cluster, C48H108N4O8 overall.

Each line ends with the Mulliken spin population.
CARTESIAN COORDINATES (ANGSTROEM)
C 1.40560 1.48732 -1.81448  0.000
C 1.01601 0.40618 -0.81281  -0.001
C 0.04775 -0.58234 -1.33950  0.001
O 2.18423 -0.21815 -0.26245  0.000
H 0.55858 2.00544 -2.26417  0.000
H 2.08631 1.15652 -2.59890  0.000
H 2.04893 2.20830 -1.31008  0.000
H 0.58360 0.91166 0.05067  0.001
H 0.36638 -0.97862 -2.30363  0.000
H -0.94787 -0.14249 -1.39754  0.000
H -0.03236 -1.45652 -0.69336  0.000
H 2.72691 0.37990 0.25661  0.000
C 4.20457 -2.06584 -4.19720  0.000
C 3.14927 -1.92356 -3.06130  0.000
C 2.26412 -3.13932 -2.88200  0.000
O 3.87689 -1.89444 -1.87148  0.000
H 3.75997 -2.39965 -5.13475  0.000
H 5.00096 -2.78805 -4.01754  0.000
H 4.61311 -1.06048 -4.29934  0.000
H 2.50367 -1.05391 -3.18391  0.000
H 2.86532 -4.03800 -2.74402  0.000
H 1.53354 -3.30904 -3.67293  0.000
H 1.65969 -3.12550 -1.97504  0.000
H 3.33047 -1.43971 -1.22631  0.000
C 2.69898 5.89709 -1.55530  0.000
C 3.42638 4.66238 -2.08584  0.000
C 3.12847 4.21765 -3.48795  0.000
O 4.81960 4.98818 -1.95082  0.000
H 2.79753 6.17577 -0.50615  0.000
H 1.65040 5.62206 -1.66904  0.000
H 2.95573 6.80501 -2.10105  0.000
H 3.25290 3.76926 -1.48554  0.000
H 2.12953 3.78419 -3.43966  0.000
H 3.82576 3.55653 -4.00255  0.000
H 2.89707 5.06291 -4.13610  0.000
H 4.95984 5.78219 -2.47185  0.000
C 5.72263 1.64683 -1.49493  0.000
C 6.57664 2.28556 -0.33924  0.000
C 7.90496 2.87583 -0.73542  0.000
O 5.74180 3.27839 0.19660  0.000
H 6.36283 0.93647 -2.01802  0.000
H 5.33476 2.42613 -2.15096  0.000
H 4.92169 1.04552 -1.06477  0.000
H 6.75816 1.56119 0.45476  0.000
H 8.24304 3.58361 0.02145  0.000
H 7.84827 3.50630 -1.62278  0.000
H 8.62022 2.07440 -0.92035  0.000
H 5.29965 3.71911 -0.53270  0.000
C -1.24057 -1.35785 6.03137  0.094
C -2.40045 -0.89171 5.11317  -0.019
C -2.02136 0.48639 4.54588  0.030
C -0.94019 0.58041 3.47909  -0.029
C -1.31108 -0.45256 2.35461  0.037
C -1.68147 -1.87011 2.90294  0.012
N -2.62781 -1.78438 3.97667  0.660
O -3.19997 -2.97586 4.31918  0.077
C -2.40844 -2.47536 1.69366  0.025
C -0.39912 -2.70843 3.22177  0.101
C -3.62736 -0.64003 5.98018  0.020
H -1.31361 -2.38964 6.37515  -0.001
H -1.16515 -0.72005 6.91206  0.005
H -0.25913 -1.33006 5.55797  -0.010
H -2.93781 0.95189 4.18319  -0.003
H -1.70093 1.26716 5.23566  -0.002
H -0.00585 0.31392 3.97312  0.003
H -0.81892 1.59579 3.10172  0.002
H -0.41644 -0.59213 1.74779  0.005
H -2.03604 -0.04428 1.65046  -0.017
H -3.36962 -1.97750 1.56577  -0.022
H -1.87251 -2.30839 0.75932  0.012
H -2.49607 -3.54478 1.88538  0.007
H -0.55953 -3.51229 3.94023  0.000
H 0.01878 -3.07306 2.28341  0.005
H 0.36834 -2.09480 3.69352  -0.005
H -4.16101 -1.56958 6.17828  0.002
H -4.35245 0.09663 5.63426  -0.001
H -3.38932 -0.29564 6.98658  -0.002
H -4.07936 -3.02448 3.93719  0.015
C -4.09258 -6.35888 -4.26133  0.000
C -2.69636 -5.82853 -3.87604  0.000
C -2.87701 -4.29315 -3.77869  0.000
C -1.81243 -3.57585 -2.95867  0.000
C -1.59504 -4.22162 -1.59610  0.001
C -1.34170 -5.79814 -1.64200  0.000
N -2.30858 -6.41470 -2.56523  0.000
O -2.18817 -7.83120 -2.63238  0.000
C 0.14257 -6.10960 -2.02953  0.000
C -1.59950 -6.32062 -0.23691  0.000
C -1.66642 -6.15384 -4.95362  0.000
H -4.88499 -5.92901 -3.64862  0.000
H -4.12011 -7.43419 -4.08516  0.000
H -4.30271 -6.13361 -5.30690  0.000
H -2.73815 -3.82258 -4.75203  0.000
H -3.85016 -4.02410 -3.36798  0.000
H -2.05530 -2.52001 -2.83899  0.000
H -0.88172 -3.57629 -3.52602  0.000
H -2.49000 -4.09488 -0.98693  0.000
H -0.74656 -3.80986 -1.04965  0.000
H 0.53299 -5.65031 -2.93767  0.000
H 0.76698 -5.63470 -1.27276  0.000
H 0.48348 -7.14473 -2.01025  0.000
H -1.37640 -7.38741 -0.25317  0.000
H -1.02234 -5.79754 0.52558  0.000
H -2.64634 -6.16719 0.02513  0.000
H -2.13886 -6.07996 -5.93313  0.000
H -1.34072 -7.19270 -4.90084  0.000
H -0.71518 -5.63171 -4.85056  0.000
H -1.38243 -8.00968 -3.12281  0.000
C -6.79509 3.22486 -2.66456  0.000
C -6.19469 3.41613 -1.30668  0.000
C -6.73280 2.32080 -0.31021  0.000
C -6.02214 0.96847 -0.44852  0.000
C -4.47958 1.23578 -0.33740  0.000
C -3.88352 2.17260 -1.37999  0.000
N -4.68828 3.40545 -1.30960  0.000
O -4.16803 4.43975 -2.08697  0.000
C -2.44697 2.52071 -0.88977  -0.001
C -3.85908 1.45591 -2.73152  0.000
C -6.73406 4.79916 -0.83044  0.000
H -6.69877 2.17059 -2.92400  0.000
H -7.84459 3.51916 -2.65986  0.000
H -6.34625 3.82970 -3.45248  0.000
H -6.75459 2.71483 0.70584  0.000
H -7.79649 2.14877 -0.47471  0.000
H -6.48416 0.20850 0.18163  0.000
H -6.29890 0.48347 -1.38461  0.000
H -3.91014 0.30643 -0.32512  0.000
H -4.39323 1.60270 0.68534  0.000
H -2.47185 3.14129 0.00597  0.000
H -1.91037 3.01097 -1.70205  0.000
H -1.78510 1.71291 -0.57753  0.000
H -3.10574 0.69382 -2.93104  0.000
H -3.59614 2.20248 -3.48091  0.000
H -4.82271 1.04152 -3.02781  0.000
H -6.32437 5.09361 0.13577  0.000
H -6.38963 5.56500 -1.52539  0.000
H -7.82219 4.84028 -0.78176  0.000
H -3.76071 4.98191 -1.40744  0.000
C 1.45979 3.44086 1.83889  0.000
C 2.65216 3.03370 2.79987  0.000
C 1.99899 2.93742 4.21185  0.000
C 2.89016 2.18443 5.20663  0.000
C 3.21929 0.76155 4.61302  0.000
C 3.93078 0.79778 3.23297  0.000
N 3.15442 1.71383 2.33920  0.000
O 3.55588 1.68973 1.00077  0.000
C 5.45867 1.13642 3.49145  0.000
C 3.69791 -0.65978 2.69179  0.000
C 3.68545 4.17704 2.68705  0.000
H 0.97475 4.32845 2.24514  0.000
H 0.73429 2.63173 1.75498  0.000
H 1.79072 3.74714 0.84653  0.000
H 1.75053 3.97631 4.42877  0.000
H 1.02611 2.45103 4.14097  0.000
H 2.32181 2.02093 6.12226  0.000
H 3.78114 2.79998 5.33051  0.000
H 2.35025 0.10729 4.68233  0.000
H 3.90270 0.29104 5.31989  0.000
H 5.43315 1.89895 4.26990  0.000
H 5.97264 0.32422 4.00554  0.000
H 6.02996 1.51499 2.64387  0.000
H 4.00102 -1.35883 3.47125  0.000
H 2.65808 -0.84268 2.42089  0.000
H 4.30069 -0.71751 1.78546  0.000
H 4.60984 3.88028 3.18257  0.000
H 3.44357 5.09643 3.22027  0.000
H 4.05231 4.26576 1.66448  0.000
H 4.34883 2.22912 1.04406  0.000

charge: +1
highest occupied orbital energy (spin up / spin down): -9.94 / -9.94 eV
LUMO (spin up / spin down): -2.6 / -6.8 eV
Kohn-Sham gap (spin up / spin down): 7.3770 / 3.1548 eV
2S+1: 2

---

(4)
Density functional theory data (the ωB97M-V functional and the def2-TZVPD basis) for a single C6H10Cl2 molecule.

Each line ends with the natural charge from an NBO analysis.
CARTESIAN COORDINATES (ANGSTROEM)
C 2.37499 0.24669 0.21538  -0.616
C 1.17013 0.80529 -0.66243  -0.431
C -0.11855 0.08751 -0.26545  0.027
C -0.01054 -1.37084 -0.25506  -0.666
C -1.28409 0.69427 0.08697  -0.023
Cl -1.52817 2.47121 -0.13022  -0.057
C -2.39864 0.04439 0.76096  -0.410
Cl -3.73577 -0.24800 -0.43316  -0.086
H 3.16472 0.92563 -0.08230  0.218
H 2.07087 0.39661 1.22262  0.206
H 2.80818 -0.80059 0.10825  0.216
H 1.30273 0.31202 -1.63439  0.209
H 1.23657 1.88379 -0.90208  0.246
H -0.22680 -1.72740 0.78594  0.227
H 0.92860 -1.64276 -0.69194  0.230
H -0.83027 -1.87529 -0.85271  0.239
H -2.03903 -0.89541 1.23294  0.226
H -2.88494 0.69289 1.49668  0.244

highest occupied orbital energy: -8.92 eV
LUMO: 0.8 eV
Kohn-Sham gap: 9.6896 eV
SMILES string: CC/C(C)=C(\Cl)CCl
ΔE to the lowest compared entry with this formula, charge and spin: 1.045 eV

---

(5)
Density functional theory data (the ωB97M-V functional and the def2-TZVPD basis) for a single C3H6O molecule.

Each line ends with the natural charge from an NBO analysis.
CARTESIAN COORDINATES (ANGSTROEM)
C -0.09577 -0.48278 -1.80461  -0.384
C -0.47216 -0.12167 -0.59011  -0.213
C 0.35950 -0.24359 0.66055  -0.098
O 0.16137 0.78005 1.60512  -0.712
H -0.75515 -0.35816 -2.65498  0.199
H 0.83440 -0.98930 -2.03612  0.191
H -1.45184 0.35001 -0.51786  0.196
H 0.11038 -1.17917 1.17006  0.185
H 1.40451 -0.29147 0.32973  0.167
H -0.19795 1.55980 1.21289  0.469

highest occupied orbital energy: -9.86 eV
LUMO: 1.1 eV
Kohn-Sham gap: 10.9604 eV
SMILES string: C=CCO
ΔE to the lowest compared entry with this formula, charge and spin: 1.106 eV

---

| no. | total energy (eV) |
| --- | --- |
| 1 | -29756.4948 |
| 2 | -7224.4326 |
| 3 | -73854.3161 |
| 4 | -31427.9975 |
| 5 | -5254.5885 |